(1)
{
  "formula": "C49H61FGeN3OSSbTc",
  "method": "the ωB97M-V functional and the def2-TZVPD basis",
  "e_lumo_ev": -8.449,
  "homo_lumo_gap_ev": 6.708,
  "e_above_lowest_kj_mol": 53.2,
  "multiplicity": 1,
  "total_charge": 3,
  "total_energy_ev": -137102.202,
  "species": ["Sb", "Tc", "Ge", "S", "F", "O", "N", "N", "N", "C", "C", "C", "C", "C", "C", "C", "C", "C", "C", "C", "C", "C", "C", "C", "C", "C", "C", "C", "C", "C", "C", "C", "C", "C", "C", "C", "C", "C", "C", "C", "C", "C", "C", "C", "C", "C", "C", "C", "C", "C", "C", "C", "C", "C", "C", "C", "C", "C", "H", "H", "H", "H", "H", "H", "H", "H", "H", "H", "H", "H", "H", "H", "H", "H", "H", "H", "H", "H", "H", "H", "H", "H", "H", "H", "H", "H", "H", "H", "H", "H", "H", "H", "H", "H", "H", "H", "H", "H", "H", "H", "H", "H", "H", "H", "H", "H", "H", "H", "H", "H", "H", "H", "H", "H", "H", "H", "H", "H", "H"],
  "xyz": [[3.4811, -0.5303, 0.5686], [-0.7486, -0.1831, 0.9079], [-2.2817, -1.2288, -2.1950], [0.0364, 2.9332, -0.0064], [1.4997, -0.3959, 0.7174], [-0.6814, 1.9293, 0.9449], [-0.5713, -2.0422, 1.8716], [-2.6086, 0.1065, 1.7757], [-1.8526, -1.1512, 3.6477], [-3.5558, 0.8782, 1.1989], [-1.0009, -2.1220, 3.1355], [-0.1284, 7.0995, 1.7108], [-0.0204, 4.4716, 0.8172], [-0.7910, 1.6668, -4.8173], [5.1199, 0.9300, 2.7511], [-1.8683, 2.5175, -5.0387], [-1.2042, -3.9325, -5.1818], [-2.1505, 0.3290, -3.3253], [2.7419, 0.3080, 3.3906], [-1.2808, -0.7187, -0.5397], [-0.9577, -5.1066, -4.4863], [0.2198, -3.0364, 1.3947], [0.2533, -4.1236, 3.5051], [-1.5908, -2.7758, -3.1004], [-4.9596, 0.7028, 3.1020], [-1.2158, 6.2378, 1.8881], [1.0351, 6.5970, 1.1289], [4.3215, -2.4963, 1.1798], [-3.2231, 1.1903, -3.5555], [-1.1597, 3.1972, -1.2955], [-1.1777, 4.9328, 1.4376], [5.8086, -2.1898, 0.9860], [0.6514, -4.0790, 2.1630], [-1.0247, -5.1232, -3.0976], [3.8502, -3.5827, 0.2244], [-6.4282, -1.7175, -1.6353], [-1.3431, -3.9644, -2.4082], [-0.5796, -3.1500, 3.9902], [-6.5137, -2.2568, -0.3594], [-4.0228, -1.5917, -1.4325], [-4.1198, -2.1689, -0.1633], [3.1690, -0.3646, -1.7570], [-1.5218, -2.7667, -4.4928], [2.3489, 0.8903, -1.9213], [-3.0806, 2.2825, -4.4053], [-0.9317, 0.5829, -3.9626], [-2.8328, -0.3751, 3.0010], [-5.1899, -1.3875, -2.1714], [1.0970, 5.2885, 0.6788], [4.5712, -0.2794, -2.3234], [3.9618, -2.8232, 2.6183], [3.1741, 2.2315, 1.8199], [-5.3574, -2.4981, 0.3712], [2.4068, -1.6210, -2.1024], [3.6620, 0.8871, 2.3214], [-4.7282, 1.2074, 1.8250], [-4.0073, -0.0986, 3.6921], [-0.2130, 8.5447, 2.1080], [-0.9403, -3.1832, 5.0100], [-2.0270, 4.2748, 1.5781], [-2.0898, 3.5395, -0.8437], [6.1769, -1.3937, 1.6311], [2.8763, 1.7830, -1.5861], [-0.7285, -6.0157, -5.0262], [5.5000, -0.0410, 3.0604], [4.2638, -4.5363, 0.5682], [-1.1991, 8.8007, 2.4880], [4.4096, -3.7933, 2.8595], [2.0009, 4.9125, 0.2138], [1.2656, -4.8563, 1.7312], [-7.4803, -2.5073, 0.0573], [-1.4112, -3.9924, -1.3243], [2.7650, -3.6879, 0.2040], [0.5827, -4.9252, 4.1531], [-4.1780, 1.0151, -3.0758], [5.1080, 0.6048, -1.9820], [1.7978, -0.0650, 2.9925], [-5.8820, 0.9190, 3.6244], [-2.1105, 6.6081, 2.3725], [-0.0940, -0.0914, -3.8094], [4.2218, -3.4273, -0.7851], [2.5031, 1.1173, 4.0876], [-7.3254, -1.5694, -2.2220], [-3.2201, -2.3734, 0.4083], [-0.7669, 3.9474, -1.9815], [-3.3372, 1.2044, 0.1920], [1.5536, -1.7937, -1.4427], [-2.0818, -1.3136, 4.6167], [3.0317, -2.5037, -2.1497], [-0.8434, -6.0447, -2.5595], [5.1607, -1.1719, -2.1133], [3.7840, 2.6182, 1.0022], [-1.7228, -1.8604, -5.0508], [-5.1426, -0.9874, -3.1770], [4.3736, -2.1061, 3.3241], [-1.1612, -3.9234, -6.2629], [6.3771, -3.0896, 1.2417], [0.0000, 9.1822, 1.2493], [3.2133, -0.4875, 3.9588], [-4.1683, -0.5240, 4.6740], [2.1330, 2.1851, 1.5100], [6.0563, -1.9478, -0.0512], [-5.4246, -2.9526, 1.3523], [2.1517, 1.0039, -2.9940], [-3.9213, 2.9398, -4.5853], [-1.7685, 3.3495, -5.7234], [3.2397, 2.9472, 2.6456], [0.5252, 8.7814, 2.8755], [0.1436, 1.8348, -5.3381], [4.4853, -0.2105, -3.4142], [0.4748, -2.9512, 0.3463], [1.9906, -1.4634, -3.1054], [5.1910, 1.5885, 3.6227], [1.3846, 0.8158, -1.4201], [5.7692, 1.3448, 1.9791], [2.8865, -2.9140, 2.7688], [1.8965, 7.2442, 1.0209], [-5.4538, 1.8307, 1.3231], [-1.3007, 2.2508, -1.8186]],
  "lowdin_charge": [1.9081, 1.2619, 0.9481, 0.9779, -0.4941, -0.6492, -0.0299, -0.0307, 0.1329, -0.1019, -0.2742, -0.2331, -0.4261, -0.0697, -0.0875, -0.0589, -0.0558, -0.3191, -0.0819, -0.3243, -0.0569, -0.1280, -0.0123, -0.2960, -0.0037, -0.0050, -0.0131, -0.6408, -0.0997, -0.1942, -0.0583, -0.0922, -0.0573, -0.0715, -0.0907, -0.0546, -0.1172, 0.0249, -0.0587, -0.2859, -0.1357, -0.5741, -0.0965, -0.1100, -0.0576, -0.1413, -0.2632, -0.0948, -0.0776, -0.0857, -0.0819, -0.1113, -0.0748, -0.0787, -0.6211, -0.0160, 0.0221, -0.0229, 0.1325, 0.1150, 0.0743, 0.0673, 0.0877, 0.1167, 0.0657, 0.1123, 0.0857, 0.1135, 0.1077, 0.1215, 0.1158, 0.0887, 0.0615, 0.1338, 0.0927, 0.0933, 0.0552, 0.1326, 0.1264, 0.0864, 0.0737, 0.1136, 0.1175, 0.0748, 0.0868, 0.1121, 0.0624, 0.1439, 0.0750, 0.1104, 0.0775, 0.0912, 0.0997, 0.1013, 0.0700, 0.1164, 0.1197, 0.0977, 0.0753, 0.1309, 0.0359, 0.0792, 0.1085, 0.1067, 0.1173, 0.1175, 0.1133, 0.0978, 0.1118, 0.1148, 0.0936, 0.1115, 0.1141, 0.0384, 0.0978, 0.0624, 0.1304, 0.1263, 0.0265]
}

=====

(2)
{
  "formula": "C6H14O",
  "method": "the ωB97M-V functional and the def2-TZVPD basis",
  "smiles": "CC(C)C[C@@H](C)O",
  "e_lumo_ev": 0.944,
  "homo_lumo_gap_ev": 11.089,
  "e_above_lowest_kj_mol": 118.3,
  "multiplicity": 1,
  "total_energy_ev": -8495.666,
  "species": ["O", "C", "C", "C", "C", "C", "C", "H", "H", "H", "H", "H", "H", "H", "H", "H", "H", "H", "H", "H", "H"],
  "xyz": [[-1.0300, 1.9016, 0.5899], [1.6502, 1.0116, -0.6544], [1.3657, -0.2750, 0.1016], [1.5740, -1.5130, -0.9376], [-2.5401, 0.0353, 0.8686], [-0.0549, -0.3757, 0.7157], [-1.2179, 0.5231, 0.2691], [-2.7105, -1.0219, 0.6414], [1.0712, -1.3552, -1.9122], [-0.1300, -1.3039, 0.1634], [-1.2760, 0.4204, -0.8249], [-1.7826, 2.3776, 0.2048], [1.6430, 1.9047, -0.0224], [0.8848, 1.1570, -1.4264], [2.6402, -1.6269, -1.1508], [2.0856, -0.4273, 0.9148], [2.6205, 0.9089, -1.1456], [1.2313, -2.5213, -0.6156], [-0.0941, -0.5900, 1.7980], [-3.3879, 0.6057, 0.4651], [-2.5426, 0.1643, 1.9577]],
  "lowdin_charge": [-0.0477, -0.0955, -0.3778, -0.0822, -0.0599, -0.1345, -0.4474, 0.0809, 0.0788, 0.0762, 0.1358, 0.0944, 0.0796, 0.0769, 0.0621, 0.1238, 0.0740, 0.0738, 0.1278, 0.0765, 0.0846]
}

=====

(3)
{
  "formula": "C48H37HfNO2P2S",
  "method": "the ωB97M-V functional and the def2-TZVPD basis",
  "s_squared": 0.76,
  "e_lumo_ev": [2.386, 2.386],
  "homo_lumo_gap_ev": [4.209, 6.225],
  "e_above_lowest_kj_mol": 0.0,
  "multiplicity": 2,
  "total_charge": -1,
  "total_energy_ev": -86681.630,
  "species": ["Hf", "S", "P", "P", "O", "O", "N", "C", "C", "C", "C", "C", "C", "C", "C", "C", "C", "C", "C", "C", "C", "C", "C", "C", "C", "C", "C", "C", "C", "C", "C", "C", "C", "C", "C", "C", "C", "C", "C", "C", "C", "C", "C", "C", "C", "C", "C", "C", "C", "C", "C", "C", "C", "C", "C", "H", "H", "H", "H", "H", "H", "H", "H", "H", "H", "H", "H", "H", "H", "H", "H", "H", "H", "H", "H", "H", "H", "H", "H", "H", "H", "H", "H", "H", "H", "H", "H", "H", "H", "H", "H", "H"],
  "xyz": [[-0.0428, -0.3726, -0.3887], [-2.4053, -1.9144, -0.2980], [-2.3057, 1.2634, -0.2846], [2.7298, -0.4182, -0.0563], [1.9303, 2.1111, -0.3815], [-0.6897, -0.4858, 1.6073], [-1.3133, -1.5419, 2.1183], [-3.3025, 1.2724, -1.8176], [-2.7381, -3.4101, 1.9854], [-1.0818, -1.8069, 3.4166], [2.9631, 1.5169, 3.5647], [-1.8423, 5.3361, -0.1587], [-0.9809, -1.2562, -3.4050], [4.8010, 0.1003, -1.8059], [-0.1841, -0.3969, -2.6234], [2.7084, -0.0771, 1.7627], [1.0521, -2.4137, -0.1804], [-4.3869, 0.8426, 3.8073], [-2.4159, 4.0720, -0.1847], [-2.6896, 1.9026, -2.9079], [3.3634, -3.2654, 0.0139], [2.4424, -0.7709, 4.0651], [4.4869, -0.1812, -0.4766], [2.4479, -1.0681, 2.7066], [-0.4462, 5.4335, -0.1910], [2.9795, 1.2198, 2.2100], [0.3482, 4.3063, -0.2402], [-1.6399, -2.8876, 4.0370], [-3.1816, 1.5177, 3.6446], [-0.8489, -1.3641, -4.7844], [-1.6221, 2.9332, -0.2368], [2.6917, 0.5225, 4.4994], [0.9110, 0.2594, -4.7224], [-4.4352, 0.4982, -2.0595], [5.5164, -0.3624, 0.4418], [-5.0477, 0.3558, 2.6915], [-3.3051, 1.2098, 1.2421], [0.1026, -0.6033, -5.4515], [0.6604, 1.8123, -0.2881], [-4.9662, 0.3926, -3.3416], [0.6300, -3.7508, -0.1955], [-3.2074, 1.7821, -4.1862], [6.1250, 0.1932, -2.2139], [-4.3543, 1.0291, -4.4084], [-0.2142, 3.0044, -0.2553], [2.8984, -4.5730, -0.0363], [6.8403, -0.2693, 0.0331], [-2.4919, -3.7099, 3.2959], [0.7694, 0.3554, -3.3403], [7.1472, 0.0081, -1.2930], [-4.5045, 0.5261, 1.4213], [-2.6475, 1.6975, 2.3789], [2.4456, -2.2199, -0.0406], [-2.1404, -2.3003, 1.3465], [1.5299, -4.8108, -0.1345], [-1.4807, -2.0501, -5.3389], [-5.0300, 0.1074, 0.5780], [3.1597, 2.5309, 3.8911], [1.1647, -5.8312, -0.1896], [-0.4278, -3.9788, -0.2930], [3.1683, 1.9970, 1.4801], [-4.9072, -0.0569, -1.2640], [-2.4615, 6.2241, -0.1305], [-0.4271, -1.0924, 3.8964], [-1.6967, 2.2044, 2.2612], [1.6547, 0.8636, -5.2330], [5.2826, -0.5794, 1.4774], [7.6350, -0.4176, 0.7543], [3.9959, 0.2468, -2.5179], [1.4148, 1.0493, -2.8050], [-4.7562, 0.9265, -5.4095], [2.2505, -1.5572, 4.7874], [0.0167, 6.4153, -0.1776], [-3.4972, 3.9677, -0.1735], [-2.6970, 2.2576, -5.0147], [2.2463, -2.0813, 2.3800], [-1.7403, -1.8678, -2.9278], [-3.3922, -4.0203, 1.3792], [8.1818, 0.0828, -1.6056], [3.5951, -5.4031, 0.0025], [-2.6476, 1.8955, 4.5085], [-4.8016, 0.6922, 4.7971], [-1.4140, -3.0773, 5.0759], [6.3575, 0.4117, -3.2488], [-5.8533, -0.2083, -3.5037], [-2.9526, -4.5771, 3.7518], [2.6715, 0.7546, 5.5578], [-5.9858, -0.1746, 2.8040], [-1.7842, 2.4757, -2.7486], [0.2133, -0.6821, -6.5274], [1.4273, 4.3769, -0.2703], [4.4289, -3.0682, 0.0959]],
  "lowdin_charge": [1.2545, 0.6729, 1.0180, 1.0653, -0.2935, -0.3163, -0.1590, -0.3291, -0.0869, -0.0178, -0.0812, -0.1200, -0.1591, -0.0764, -0.2939, -0.3355, -0.2716, -0.1054, -0.1127, -0.0908, -0.0981, -0.1130, -0.3250, -0.0955, -0.1079, -0.0855, -0.0438, -0.0603, -0.0865, -0.1181, -0.3824, -0.1062, -0.1156, -0.1073, -0.0872, -0.0953, -0.3303, -0.1248, -0.4537, -0.0959, -0.1379, -0.0797, -0.0885, -0.1011, -0.2511, -0.1111, -0.0923, -0.0755, -0.1497, -0.1027, -0.0934, -0.0938, -0.4335, -0.6451, -0.1094, 0.0893, 0.0717, 0.0977, 0.0890, 0.0581, 0.0973, 0.0643, 0.0818, 0.1312, 0.1112, 0.0888, 0.1060, 0.0965, 0.1010, 0.0690, 0.0945, 0.0959, 0.0890, 0.1053, 0.1032, 0.1007, 0.0399, 0.1021, 0.0942, 0.0893, 0.1001, 0.0935, 0.1023, 0.0983, 0.0957, 0.1048, 0.0915, 0.0964, 0.1093, 0.0861, 0.0951, 0.0954]
}

=====

(4)
{
  "formula": "C2H33NO16",
  "method": "the ωB97M-V functional and the def2-TZVPD basis",
  "s_squared": 0.76,
  "e_lumo_ev": [-3.605, -9.347],
  "homo_lumo_gap_ev": [9.137, 3.389],
  "multiplicity": 2,
  "total_charge": 1,
  "total_energy_ev": -36848.611,
  "species": ["O", "O", "O", "O", "O", "O", "O", "O", "O", "O", "O", "O", "O", "O", "O", "O", "N", "C", "C", "H", "H", "H", "H", "H", "H", "H", "H", "H", "H", "H", "H", "H", "H", "H", "H", "H", "H", "H", "H", "H", "H", "H", "H", "H", "H", "H", "H", "H", "H", "H", "H", "H"],
  "xyz": [[-0.1068, -3.2094, 3.1553], [-0.9003, -4.8370, 1.2319], [-2.1535, 1.3080, 0.7304], [2.1289, 4.1475, 0.7663], [0.7573, 0.5901, -2.1600], [-0.1603, 3.1303, -3.1660], [2.1735, -1.9614, 2.3754], [-2.3757, -3.4546, -2.4245], [-2.1938, 3.6160, -0.7739], [0.9760, 3.1607, -0.8197], [2.7870, -0.3808, 0.3412], [-1.2831, 0.7625, -3.7901], [2.1190, -4.3456, 0.1778], [-2.4526, -2.4062, 1.5146], [4.5412, 2.4339, 0.1149], [-3.7352, -0.4118, -0.0227], [0.5197, 1.0370, 0.8666], [0.7530, 2.2487, 1.4692], [1.3325, 3.1792, 0.3674], [-1.6027, -1.9206, 1.3323], [-1.6048, 0.6267, -4.7072], [-3.8721, -1.1887, 0.5139], [-1.7512, -5.0018, 0.9302], [0.6907, 3.4481, -2.9333], [-2.4833, -2.5358, -2.1904], [-0.8837, 1.5853, -3.9794], [-2.8966, 3.0405, -0.8669], [2.4046, -1.2304, 1.8550], [2.6386, -2.0232, 3.3794], [-1.6101, 3.1677, -0.1438], [1.8730, -4.3378, 1.1792], [4.4029, 3.1302, 0.8257], [-0.1299, 2.8785, 1.6548], [-2.7166, -2.0705, 2.3810], [0.2346, 0.0346, -2.8548], [-2.2925, 1.9659, 1.3514], [0.0666, 1.2914, -1.9813], [1.4240, 2.2943, 2.3843], [-0.2131, -4.8147, 0.4356], [-2.9663, 0.6499, 0.6975], [-2.0252, -3.4246, -3.3718], [0.5412, 0.3855, 1.6045], [-2.9685, -0.6501, -0.5850], [0.5285, -2.6645, 2.6405], [1.8428, -0.1753, -0.0393], [-0.3562, 0.9131, 0.4224], [3.2218, -0.6256, -0.4600], [-0.5787, -3.6448, 2.4016], [3.8329, 1.8243, 0.2873], [2.6036, -3.4293, 0.1368], [2.5994, 4.6649, 0.1464], [-0.6806, 3.2296, -2.4006]],
  "lowdin_charge": [-0.1155, -0.0627, -0.0729, 0.1753, -0.0767, -0.0162, -0.1148, -0.0707, 0.0002, 0.1076, -0.0502, -0.0589, -0.1302, -0.0571, -0.0489, -0.0066, 0.2507, -0.0664, -0.4234, 0.0610, 0.0893, 0.0505, 0.0118, 0.0368, -0.0085, -0.0149, 0.0065, -0.0693, 0.2025, -0.0019, 0.0706, 0.0688, 0.1688, 0.0683, 0.0883, 0.0190, 0.0175, 0.1892, 0.1213, 0.0485, 0.0832, 0.1281, 0.0801, -0.0342, 0.0764, 0.0780, 0.0660, -0.0280, -0.0241, 0.0674, 0.1350, -0.0149]
}

=====

(5)
{
  "formula": "C12H10F6IIrN5O6S3",
  "method": "the ωB97M-V functional and the def2-TZVPD basis",
  "s_squared": 0.76,
  "e_lumo_ev": [-8.369, -9.860],
  "homo_lumo_gap_ev": [5.312, 3.814],
  "e_above_lowest_kj_mol": 10.7,
  "multiplicity": 2,
  "total_charge": 2,
  "total_energy_ev": -92072.763,
  "species": ["Ir", "I", "S", "S", "S", "F", "F", "F", "F", "F", "F", "O", "O", "O", "O", "O", "O", "N", "N", "N", "N", "N", "C", "C", "C", "C", "C", "C", "C", "C", "C", "C", "C", "C", "H", "H", "H", "H", "H", "H", "H", "H", "H", "H"],
  "xyz": [[-0.0852, 0.4902, -0.0811], [8.3022, -0.7788, 1.9356], [-1.7190, 2.4500, -2.1286], [-1.4569, -1.3001, 0.3413], [0.3982, 0.8970, -2.8685], [1.3647, 1.0609, -5.2498], [-3.2589, 0.3740, -1.6729], [-3.4409, 1.2129, -3.6603], [-4.3045, 2.2468, -1.9651], [1.7738, -0.7949, -4.2065], [-0.1977, -0.4280, -5.0332], [1.6612, 1.3609, 0.7325], [-1.2741, 2.0510, -0.7210], [-0.1471, -0.2385, -2.0039], [1.4239, -0.7367, 0.3859], [-2.0089, 3.8229, -2.2362], [1.5669, 1.4420, -2.2438], [-0.7225, 1.2722, 1.7597], [-1.6878, 0.4622, 2.3836], [-0.7366, 1.8947, -3.2213], [-3.0079, -1.1551, 2.6430], [-3.1891, -0.3528, 3.7337], [0.8709, 0.1137, -4.4957], [5.4616, -1.5446, 1.2965], [4.1283, -1.3332, 1.0291], [-2.3824, 0.6454, 3.5826], [3.6290, -0.0226, 1.0069], [6.3016, -0.4539, 1.5388], [-2.2129, 1.8036, 4.4870], [-3.3154, 1.4986, -2.3889], [2.2531, 0.2070, 0.7171], [-2.1020, -0.6816, 1.8100], [5.8081, 0.8527, 1.5131], [4.4748, 1.0699, 1.2476], [-2.7369, 1.5920, 5.4160], [-1.1617, 1.9857, 4.7146], [-2.6434, 2.7054, 4.0473], [-1.1465, 2.1704, 1.4991], [-3.5465, -2.0081, 2.5574], [5.8598, -2.5490, 1.3177], [3.4706, -2.1702, 0.8367], [6.4711, 1.6864, 1.6950], [4.0821, 2.0777, 1.2112], [0.0644, 1.4431, 2.3916]],
  "lowdin_charge": [1.4140, 1.0200, 0.7373, 0.9029, 0.7097, 0.2177, 0.1158, 0.2058, 0.2021, 0.2038, 0.2043, -0.0753, -0.4699, -0.4717, -0.1311, -0.1615, -0.2379, 0.0387, -0.0352, -0.2579, 0.1029, 0.1905, -0.6921, -0.1130, 0.0186, -0.2637, -0.1509, -0.7105, 0.0347, -0.6748, -0.4814, -0.5974, -0.1130, 0.0185, 0.1112, 0.0986, 0.1078, 0.1495, 0.1958, 0.1080, 0.1316, 0.1083, 0.1317, 0.1571]
}

=====

> What is the multiplicity in the fourth record?

2

=====

> Which formula does entry 1 have?

C49H61FGeN3OSSbTc